--- one ---
The following is a quantum chemistry calculation of a structure of composition C13H16N2O5, from the OMol25 dataset.

Output
LUMO level in eV: 0.2
HOMO-LUMO gap in eV: 9.67

Each line ends with the natural charge from an NBO analysis.
Positions of all 36 atoms, in Å:
C  1.112  1.281  -1.807  -0.14
C  -0.171  1.033  -1.073  0.64
C  1.400  2.845  -2.326  -0.53
C  1.150  4.074  -1.244  0.79
C  1.179  -0.904  0.103  -0.16
C  0.926  -2.223  -0.763  0.80
C  1.041  -1.265  1.519  -0.46
C  -0.353  -1.411  2.081  -0.04
C  -1.072  -0.400  2.629  -0.22
C  -0.906  -2.643  1.917  -0.25
C  -2.379  -0.598  3.182  -0.17
C  -2.226  -2.786  2.405  -0.18
C  -3.098  -1.783  2.908  -0.23
H  -0.074  0.510  -3.355  0.41
H  1.800  0.738  -3.797  0.42
H  2.108  1.076  -1.172  0.21
H  2.727  2.675  -2.537  0.23
H  0.792  2.967  -3.370  0.24
H  -0.791  3.756  -1.294  0.51
H  -0.989  -0.687  -0.111  0.44
H  2.026  -0.107  0.064  0.27
H  1.719  -2.215  1.697  0.26
H  1.685  -0.529  2.151  0.23
H  -0.703  0.595  2.730  0.22
H  -0.416  -3.304  1.281  0.24
H  -2.895  0.116  3.923  0.22
H  -2.829  -3.757  2.111  0.21
H  -4.098  -1.888  3.317  0.23
H  0.416  -1.091  -2.332  0.50
N  1.031  0.497  -3.048  -0.90
N  -0.091  -0.115  -0.345  -0.62
O  -1.197  1.737  -1.238  -0.64
O  2.070  4.748  -0.910  -0.55
O  -0.190  4.333  -0.876  -0.69
O  1.158  -3.310  -0.395  -0.52
O  0.139  -1.964  -2.025  -0.75

---

--- two ---
The following is a quantum chemistry calculation of the molecule C13H16N2O5, from the OMol25 dataset.

Output
LUMO level in eV: 0.7
HOMO-LUMO gap in eV: 9.45
Structure (SMILES): C[C@@H]1C[C@H]1C(=O)OCC(=O)NC(=O)NCc1ccco1

Each line ends with the natural charge from an NBO analysis.
Positions of all 36 atoms, in Å:
C  -4.222  -2.634  -0.277  -0.60
C  -3.696  -1.385  0.377  -0.19
C  -4.535  -0.604  1.323  -0.39
C  -4.254  -0.042  -0.054  -0.35
C  -3.369  1.122  -0.224  0.80
O  -3.497  1.970  -1.068  -0.58
O  -2.359  1.134  0.686  -0.53
C  -1.423  2.191  0.595  -0.18
C  -0.065  1.751  0.054  0.67
O  0.875  2.519  0.034  -0.61
N  -0.029  0.471  -0.384  -0.65
C  1.059  -0.273  -0.915  0.79
O  0.884  -1.438  -1.185  -0.64
N  2.184  0.430  -1.085  -0.62
C  3.421  -0.200  -1.504  -0.27
C  4.457  -0.114  -0.433  0.26
C  5.548  0.694  -0.293  -0.30
C  6.138  0.353  0.948  -0.32
C  5.358  -0.630  1.471  0.09
O  4.340  -0.918  0.645  -0.39
H  -4.042  -3.494  0.365  0.22
H  -5.291  -2.555  -0.458  0.21
H  -3.720  -2.807  -1.227  0.22
H  -2.633  -1.414  0.585  0.22
H  -4.056  -0.120  2.160  0.23
H  -5.544  -0.934  1.515  0.22
H  -5.063  -0.046  -0.774  0.24
H  -1.814  2.974  -0.068  0.25
H  -1.280  2.610  1.595  0.22
H  -0.876  -0.078  -0.291  0.43
H  2.201  1.395  -0.769  0.44
H  3.182  -1.245  -1.720  0.25
H  3.794  0.290  -2.408  0.21
H  5.892  1.433  -0.988  0.23
H  7.016  0.782  1.385  0.23
H  5.420  -1.186  2.385  0.20

---

Most favorable structure: two. The second most favorable one is 108.0 kcal/mol above it.

---

--- one ---
The following is a quantum chemistry calculation of a cluster of 8 separate species, C24H64O8 in total, from the OMol25 dataset.

Output
LUMO level in eV: 0.5
HOMO-LUMO gap in eV: 10.31
Structure (SMILES): CC(C)O.CC(C)O.CC(C)O.CC(C)O.CC(C)O.CC(C)O.CC(C)O.CC(C)O

Each line ends with the Löwdin charge.
Positions of all 96 atoms, in Å:
C  0.883  2.794  -3.031  -0.07
C  1.413  4.199  -3.335  -0.46
C  2.076  4.854  -2.105  -0.05
O  2.242  4.062  -4.495  -0.05
H  0.192  2.795  -2.188  0.05
H  1.722  2.172  -2.719  0.08
H  0.394  2.343  -3.895  0.08
H  0.576  4.841  -3.608  0.13
H  2.939  4.324  -1.702  0.07
H  1.324  4.977  -1.325  0.07
H  2.573  5.808  -2.281  0.07
H  3.150  3.919  -4.218  0.08
C  -0.470  -4.318  -6.160  -0.08
C  -1.369  -4.099  -4.965  -0.47
C  -0.600  -3.298  -3.841  -0.06
O  -2.565  -3.367  -5.311  -0.05
H  -0.118  -3.382  -6.592  0.08
H  -0.740  -4.987  -6.977  0.07
H  0.467  -4.800  -5.880  0.07
H  -1.544  -5.060  -4.482  0.12
H  0.386  -3.718  -3.644  0.08
H  -1.203  -3.264  -2.933  0.07
H  -0.483  -2.293  -4.247  0.08
H  -3.103  -3.899  -5.903  0.08
C  -2.895  1.808  -2.274  -0.03
C  -3.404  1.591  -0.784  -0.48
C  -2.996  2.736  0.132  -0.06
O  -4.800  1.559  -0.704  -0.05
H  -1.837  1.562  -2.366  0.04
H  -2.956  2.850  -2.588  0.07
H  -3.450  1.173  -2.963  0.07
H  -3.035  0.641  -0.396  0.12
H  -3.459  2.588  1.108  0.08
H  -3.127  3.744  -0.261  0.09
H  -1.971  2.580  0.469  0.05
H  -5.078  0.639  -0.705  0.09
C  -0.125  4.828  3.738  -0.05
C  0.221  4.808  2.231  -0.45
C  1.003  3.613  1.767  -0.05
O  -1.023  4.841  1.492  -0.09
H  -0.673  5.722  4.035  0.07
H  0.764  5.046  4.330  0.07
H  -0.709  4.016  4.171  0.08
H  0.708  5.622  1.694  0.13
H  0.444  2.690  1.611  0.06
H  1.906  3.511  2.370  0.09
H  1.332  3.829  0.751  0.06
H  -1.629  5.508  1.823  0.08
C  -1.901  -6.799  0.714  -0.08
C  -0.797  -6.123  1.418  -0.54
C  -1.198  -4.653  1.697  -0.04
O  -0.434  -6.835  2.558  -0.04
H  -1.898  -7.864  0.484  0.08
H  -2.049  -6.200  -0.184  0.08
H  -2.855  -6.815  1.241  0.09
H  0.124  -6.200  0.840  0.13
H  -2.155  -4.709  2.217  0.08
H  -1.388  -4.170  0.738  0.07
H  -0.386  -4.126  2.197  0.07
H  -0.202  -7.685  2.176  0.09
C  4.719  1.463  1.085  -0.04
C  6.213  1.141  1.442  -0.53
C  7.074  1.088  0.201  -0.06
O  6.521  2.221  2.206  -0.04
H  4.589  2.461  0.666  0.08
H  3.998  1.460  1.903  0.06
H  4.319  0.751  0.363  0.07
H  6.377  0.196  1.961  0.13
H  6.584  1.712  -0.546  0.08
H  7.050  0.030  -0.060  0.08
H  8.091  1.458  0.334  0.08
H  7.409  2.056  2.531  0.10
C  1.059  -0.603  1.397  -0.05
C  1.119  -0.270  -0.051  -0.49
C  0.176  -1.132  -0.973  -0.03
O  0.852  1.089  -0.266  -0.07
H  0.896  -1.678  1.464  0.08
H  0.245  -0.091  1.911  0.07
H  1.927  -0.237  1.946  0.08
H  2.169  -0.382  -0.321  0.13
H  0.601  -2.135  -0.998  0.07
H  0.014  -0.765  -1.987  0.07
H  -0.792  -1.222  -0.480  0.07
H  -0.016  1.280  0.097  0.06
C  -1.900  -1.864  3.836  -0.06
C  -3.222  -1.329  4.370  -0.47
C  -3.938  -0.231  3.580  -0.05
O  -4.169  -2.375  4.216  -0.08
H  -2.064  -2.144  2.796  0.07
H  -1.462  -2.746  4.303  0.08
H  -1.094  -1.134  3.776  0.06
H  -3.153  -1.135  5.441  0.13
H  -4.828  0.077  4.129  0.08
H  -4.376  -0.436  2.603  0.08
H  -3.279  0.623  3.426  0.07
H  -3.923  -3.128  4.758  0.09

---

--- two ---
The following is a quantum chemistry calculation of a cluster of 8 separate species, C24H64O8 in total, from the OMol25 dataset.

Output
LUMO level in eV: 0.5
HOMO-LUMO gap in eV: 9.73
Structure (SMILES): CC(C)O.CC(C)O.CC(C)O.CC(C)O.CC(C)O.CC(C)O.CC(C)O.CC(C)O

Each line ends with the Löwdin charge.
Positions of all 96 atoms, in Å:
C  2.096  -3.884  -3.773  -0.05
C  3.095  -2.993  -3.026  -0.47
C  3.392  -1.681  -3.697  -0.04
O  2.616  -2.712  -1.704  -0.07
H  2.017  -4.882  -3.329  0.08
H  2.331  -3.967  -4.831  0.08
H  1.074  -3.510  -3.634  0.07
H  3.981  -3.634  -2.945  0.14
H  4.115  -1.134  -3.086  0.08
H  2.500  -1.059  -3.768  0.07
H  3.842  -1.772  -4.684  0.09
H  2.196  -3.502  -1.346  0.10
C  -0.557  -1.047  -1.811  -0.04
C  0.485  0.042  -1.661  -0.47
C  -0.095  1.412  -1.320  -0.03
O  1.478  -0.326  -0.704  -0.09
H  -1.389  -0.727  -2.443  0.07
H  -1.012  -1.384  -0.875  0.08
H  -0.110  -1.942  -2.248  0.06
H  1.006  0.149  -2.624  0.12
H  -0.614  1.790  -2.204  0.09
H  0.611  2.178  -1.016  0.07
H  -0.833  1.268  -0.528  0.05
H  1.884  -1.167  -1.004  0.06
C  -5.958  1.307  1.617  -0.05
C  -4.551  0.813  1.327  -0.43
C  -4.041  1.096  -0.084  -0.04
O  -3.663  1.468  2.283  -0.11
H  -6.108  2.315  1.219  0.08
H  -6.126  1.336  2.692  0.08
H  -6.728  0.653  1.195  0.08
H  -4.493  -0.245  1.595  0.14
H  -4.842  0.789  -0.760  0.07
H  -3.120  0.554  -0.281  0.06
H  -3.882  2.169  -0.173  0.08
H  -3.800  2.427  2.175  0.05
C  0.055  -0.998  4.369  -0.06
C  -0.718  0.028  3.560  -0.49
C  -0.677  -0.354  2.078  -0.05
O  -2.061  -0.006  4.030  -0.07
H  1.098  -1.042  4.040  0.06
H  -0.313  -2.006  4.174  0.08
H  0.014  -0.776  5.435  0.08
H  -0.310  1.037  3.695  0.13
H  0.343  -0.152  1.729  0.07
H  -1.379  0.277  1.531  0.05
H  -0.834  -1.407  1.844  0.08
H  -2.592  0.580  3.453  0.04
C  -4.519  -1.067  -2.999  -0.07
C  -4.459  -2.275  -3.941  -0.50
C  -3.066  -2.763  -4.197  -0.07
O  -5.197  -3.349  -3.355  -0.05
H  -5.550  -0.859  -2.690  0.07
H  -4.184  -0.133  -3.456  0.09
H  -3.946  -1.295  -2.099  0.07
H  -4.940  -1.988  -4.886  0.13
H  -3.134  -3.738  -4.683  0.08
H  -2.486  -2.914  -3.281  0.07
H  -2.450  -2.084  -4.788  0.08
H  -6.003  -2.989  -2.978  0.08
C  -1.531  4.215  3.471  -0.04
C  -2.302  4.806  2.284  -0.45
C  -1.782  4.245  0.979  -0.06
O  -3.672  4.361  2.379  -0.08
H  -0.516  4.607  3.561  0.09
H  -1.506  3.126  3.444  0.07
H  -2.041  4.498  4.398  0.08
H  -2.260  5.895  2.349  0.14
H  -0.741  4.552  0.816  0.09
H  -2.387  4.465  0.103  0.08
H  -1.624  3.162  1.031  0.06
H  -4.069  4.737  3.174  0.10
C  3.528  2.685  -1.840  -0.06
C  4.163  1.759  -0.803  -0.49
C  5.410  2.391  -0.207  -0.06
O  3.295  1.557  0.320  -0.09
H  2.763  2.132  -2.391  0.06
H  4.262  2.976  -2.599  0.08
H  3.098  3.602  -1.440  0.08
H  4.371  0.800  -1.288  0.12
H  5.921  1.684  0.450  0.07
H  5.159  3.273  0.380  0.08
H  6.129  2.681  -0.979  0.08
H  2.545  0.991  0.020  0.04
C  5.100  -3.564  3.146  -0.06
C  4.941  -2.183  2.529  -0.49
C  3.579  -2.006  1.898  -0.05
O  5.096  -1.265  3.614  -0.06
H  5.991  -3.668  3.758  0.08
H  5.151  -4.339  2.374  0.08
H  4.174  -3.796  3.680  0.08
H  5.770  -2.051  1.824  0.13
H  3.336  -2.796  1.179  0.07
H  3.534  -1.103  1.281  0.07
H  2.784  -1.979  2.642  0.07
H  4.840  -0.380  3.331  0.09

---

Most favorable structure: two. The second most favorable one is 84.4 kcal/mol above it.

---

--- one ---
The following is a quantum chemistry calculation of a cluster of 2 separate species, C5H9NS in total, from the OMol25 dataset.

Output
LUMO level (spin up / spin down) in eV: -1.3 / -1.3
HOMO-LUMO gap (spin up / spin down) in eV: 7.43 / 7.44
Structure (SMILES): C1CC12CC2.N=S

Each line ends with the natural charge from an NBO analysis.
Positions of all 16 atoms, in Å:
C  0.065  0.647  -1.086  -0.40
C  -1.036  1.329  -0.332  -0.40
C  -0.775  -0.136  -0.078  -0.09
C  -0.704  -1.030  1.020  -0.41
C  -1.605  -1.303  -0.172  -0.41
H  -0.166  0.245  -2.136  0.20
H  1.101  0.864  -1.033  0.22
H  -0.700  1.971  0.505  0.21
H  -1.980  1.522  -0.745  0.21
H  -1.143  -0.764  1.992  0.21
H  0.294  -1.481  1.060  0.22
H  -2.685  -1.187  0.034  0.21
H  -1.283  -2.078  -0.856  0.21
N  3.249  0.821  0.695  -0.75
S  3.312  -0.725  0.776  0.41
H  4.056  1.303  0.357  0.35

---

--- two ---
The following is a quantum chemistry calculation of a cluster of 2 separate species, C5H9NS in total, from the OMol25 dataset.

Output
LUMO level (spin up / spin down) in eV: -1.9 / -1.9
HOMO-LUMO gap (spin up / spin down) in eV: 7.03 / 6.94
Structure (SMILES): CCC#S#N.C=C

Each line ends with the natural charge from an NBO analysis.
Positions of all 16 atoms, in Å:
C  0.580  2.874  -0.018  -0.59
C  1.057  1.398  -0.004  -0.53
C  0.051  0.434  0.419  -0.26
S  -1.564  0.686  0.483  0.99
N  -2.625  -0.205  0.944  -0.71
H  -0.050  3.149  -0.762  0.21
H  -0.037  3.081  0.876  0.21
H  1.351  3.598  -0.105  0.22
H  1.874  1.325  0.595  0.24
H  1.427  1.177  -1.002  0.23
C  0.319  -2.671  -0.305  -0.41
C  -0.897  -3.159  -0.156  -0.39
H  0.492  -1.598  0.014  0.20
H  1.150  -3.364  -0.603  0.20
H  -1.841  -2.612  0.142  0.21
H  -1.287  -4.114  -0.518  0.19

---

Most favorable structure: one. The second most favorable one is 72.5 kcal/mol above it.